No. 1
Computed, not measured: a cluster of 5 separate species, C13H36N2O7S4 in total at a distorted geometry, with the ωB97M-V functional and the def2-TZVPD basis.

```
62
Properties=species:S:1:pos:R:3:forces:R:3:nbo_charge:R:1
S 0.4105 -4.1817 -0.6997 0.118 -0.153 0.021 1.253
S 3.4568 3.5077 2.9768 -0.008 -0.037 -0.008 1.256
S -4.4454 4.1311 0.4692 -0.008 -0.010 0.010 1.264
S 1.2393 -7.4206 -4.0473 0.062 0.113 -0.048 1.251
O -1.9097 -0.1022 0.3725 -0.053 -0.076 0.118 -0.564
O 3.6920 3.1505 1.5493 -0.027 0.045 -0.016 -0.998
O 0.8786 -7.4277 -2.6028 -0.050 -0.072 0.070 -1.002
O -0.3641 3.0904 -0.2311 0.086 -0.119 -0.224 -0.682
O 0.6164 -3.2696 -1.8661 0.015 0.091 -0.057 -1.015
O -5.0552 2.8939 -0.0899 -0.051 -0.003 -0.032 -0.995
O -0.5652 3.0632 1.9573 -0.361 0.529 0.949 -0.611
N 1.7078 -0.4652 0.1821 -0.115 0.100 -0.043 -0.651
N 0.0686 1.1036 0.9573 -0.335 0.212 -0.600 -0.520
C -0.9729 -5.2430 -1.1073 -0.084 0.041 -0.043 -0.838
C 2.8571 -8.1910 -4.1692 0.033 -0.020 -0.014 -0.830
C -5.6147 4.7656 1.6760 -0.004 0.052 0.038 -0.830
C -0.3062 2.4586 0.9660 0.366 -0.621 -0.689 0.904
C 0.8365 0.6181 -0.2059 0.119 -0.072 -0.096 -0.072
C -0.4084 -3.2203 0.5673 -0.075 0.031 0.066 -0.853
C -4.7070 5.4203 -0.7529 0.016 0.061 -0.013 -0.829
C -1.0044 0.2160 1.3994 0.185 -0.029 0.546 0.093
C 2.9726 -0.0244 0.7833 -0.081 0.008 0.064 -0.432
C -3.0034 0.8063 0.2321 -0.001 0.173 -0.142 -0.258
C 1.7826 -5.7479 -4.4092 -0.002 0.006 -0.057 -0.831
C 4.8801 4.4770 3.4895 0.025 0.023 0.037 -0.829
C 2.2780 4.8579 2.9832 -0.027 0.034 -0.015 -0.838
H 2.5364 -5.4528 -3.6798 -0.017 -0.004 0.018 0.238
H -5.7584 5.4318 -1.0389 0.000 -0.016 0.005 0.230
H -0.6513 -3.8736 1.4063 0.004 -0.008 -0.009 0.224
H -4.0872 5.1795 -1.6141 0.000 -0.012 0.007 0.241
H -1.8114 -4.6248 -1.4297 0.014 0.022 0.017 0.223
H -0.6433 -5.9104 -1.9005 0.018 -0.019 0.048 0.270
H -5.2840 5.7446 2.0229 -0.002 -0.008 0.010 0.228
H -2.8047 1.7523 0.7480 -0.058 -0.147 -0.070 0.175
H 0.1793 0.2579 -1.0124 0.004 0.009 0.198 0.194
H -6.6022 4.8244 1.2191 0.007 -0.013 -0.013 0.230
H -1.2369 -5.8331 -0.2296 0.004 0.001 0.003 0.227
H 4.7075 4.8710 4.4911 0.010 -0.002 -0.002 0.226
H 1.3278 4.4560 2.6370 -0.037 -0.014 0.013 0.268
H 2.9040 1.0415 1.0207 0.146 -0.173 0.013 0.230
H 0.9167 -5.0947 -4.3181 0.011 0.008 0.030 0.255
H 3.8251 -0.1656 0.1066 -0.132 0.030 0.095 0.185
H 5.7411 3.8119 3.4984 -0.011 -0.006 -0.006 0.239
H -3.9317 0.3786 0.6259 0.201 0.009 0.021 0.190
H 3.2279 -8.0948 -5.1896 -0.001 -0.005 0.004 0.227
H 5.0392 5.2839 2.7745 -0.013 -0.011 -0.013 0.230
H -0.5586 -0.7142 1.7581 -0.037 0.130 -0.229 0.195
H 2.1773 -5.7047 -5.4245 -0.006 0.005 0.001 0.224
H -1.5055 0.7083 2.2428 0.086 -0.064 -0.154 0.191
H 3.1755 -0.5601 1.7182 -0.008 0.036 -0.171 0.187
H -0.3215 2.4432 -0.9510 0.033 0.180 0.127 0.487
H 2.6293 5.6377 2.3073 0.010 -0.012 -0.003 0.227
H -4.4019 6.3810 -0.3384 0.005 -0.002 -0.010 0.228
H 2.7362 -9.2428 -3.9183 -0.010 0.005 0.002 0.240
H 3.5329 -7.7129 -3.4607 -0.017 0.009 0.008 0.233
H -5.6298 4.0666 2.5096 0.007 -0.008 -0.010 0.241
H 2.1727 5.2383 3.9995 -0.011 -0.009 -0.007 0.225
H -1.3066 -2.7506 0.1641 0.027 0.015 -0.032 0.241
H -3.1568 1.0233 -0.8294 0.047 -0.058 0.179 0.194
H 1.4044 1.4861 -0.5763 -0.008 -0.157 0.041 0.176
H 0.2993 -2.4541 0.8813 0.019 -0.020 -0.023 0.255
H 1.8389 -1.0952 -0.6000 -0.027 0.003 0.091 0.386
```
Positions in Å, forces in eV/Å.

Values from the calculation:
Highest occupied orbital energy in Eh: -0.3131
Orbital gap in eV: 9.25
Calculated total energy in Eh: -2745.72848

---

No. 2
Computed, not measured: a structure of composition C13H37AgN2O5 at a distorted geometry, with the ωB97M-V functional and the def2-TZVPD basis.

```
58
Properties=species:S:1:pos:R:3:forces:R:3:nbo_charge:R:1
Ag -0.5264 -14.0947 4.5854 -0.286 -0.315 0.073 0.043
O 6.2671 -7.6669 2.2201 2.610 1.543 0.081 -0.700
O 3.2765 -12.3890 -1.0043 0.183 0.091 -0.512 -0.535
O 0.3187 -5.1779 6.6253 0.534 0.193 1.062 -0.717
O 0.0857 -10.1849 -0.4545 0.626 0.349 0.049 -0.560
O 0.8768 -12.2792 4.2031 0.555 1.614 -0.758 -0.340
N 0.5934 -7.9895 -1.8218 -0.844 0.704 0.153 -0.815
N 3.0044 -13.6442 2.4581 -0.287 -0.721 0.311 -0.862
C 4.9741 -8.0121 2.4479 -1.431 -1.321 -0.255 -0.062
C 5.0138 -9.3041 3.2044 -0.889 -1.272 0.998 -0.645
C 4.7590 -14.1951 0.8098 -1.344 0.827 -0.238 -0.615
C -0.6473 -9.0653 0.0044 0.367 0.301 0.786 -0.080
C -0.0116 -7.7730 -0.4936 1.089 0.811 -1.213 -0.078
C -0.0819 -7.5224 6.6970 -0.436 -0.889 0.484 -0.641
C 3.9032 -11.1189 -0.9105 0.104 -0.147 -0.333 -0.254
C -0.6027 -11.4020 -0.4368 -0.822 0.165 -0.143 -0.245
C 0.9860 -10.9429 3.7610 -0.445 -0.773 0.254 -0.333
C 3.6535 -13.1177 1.2667 1.339 -1.825 0.539 -0.063
C 2.6381 -12.8352 0.1484 0.182 0.213 1.263 -0.073
C -0.8865 -6.5070 -0.5604 0.707 -0.372 -0.809 -0.624
C 0.5257 -6.3349 7.4578 -1.108 -0.735 -1.916 -0.065
H 3.1722 -10.3119 -0.9605 -0.130 0.088 -0.107 0.172
H 2.3024 -13.0903 2.9276 -0.111 0.352 -0.478 0.369
H 4.2859 -15.1104 0.4541 -0.217 0.085 -0.138 0.211
H 1.8585 -12.1507 0.4827 0.160 0.822 0.297 0.158
H 1.5610 -6.6155 7.6517 0.250 0.628 0.135 0.163
H 5.4408 -14.5246 1.5939 -0.073 0.475 0.278 0.203
H -0.7150 -11.8050 0.5697 0.299 -0.270 0.157 0.164
H -1.2171 -6.1526 0.4159 -0.359 -0.105 -0.247 0.216
H -0.2387 -8.1187 -2.3796 0.182 -0.325 -0.964 0.333
H 0.7520 -5.3210 5.7807 0.093 -0.097 -0.006 0.461
H 4.6009 -11.0733 -1.7466 -0.241 0.172 -0.142 0.196
H 3.6971 -13.8135 3.1733 0.142 -0.240 -0.020 0.355
H -1.6923 -9.1885 -0.2802 -0.192 0.266 -0.126 0.171
H -1.6196 -11.2386 -0.7935 -0.271 -0.058 -0.177 0.166
H -0.1345 -12.1005 -1.1304 0.244 0.026 0.300 0.203
H 1.0830 -8.8722 -1.7875 -0.045 -0.151 -0.216 0.370
H 5.3272 -13.7530 -0.0086 0.103 -0.135 0.009 0.210
H 0.9161 -10.3016 4.6396 0.149 0.191 0.083 0.220
H -0.0108 -6.2073 8.3979 0.121 0.393 -0.157 0.184
H -1.6330 -6.5673 -1.3524 -0.800 -0.430 0.537 0.204
H -0.5620 -8.9647 1.0864 -0.469 -0.514 0.477 0.161
H 0.1085 -10.6955 3.1635 -0.616 -0.186 0.047 0.232
H -0.3498 -8.2953 7.4174 0.167 -0.312 0.010 0.211
H 2.0052 -13.7026 -0.0388 0.665 -0.542 -0.419 0.199
H 1.8100 -10.6949 3.0919 0.524 -0.403 0.320 0.184
H 4.0496 -9.6796 3.5471 -0.359 -0.004 -0.404 0.206
H 6.7128 -8.5058 2.0819 0.486 0.223 -0.116 0.460
H 4.3748 -7.2771 2.9853 0.410 0.389 -0.107 0.174
H 4.5146 -10.9529 -0.0235 -0.111 -0.321 0.300 0.162
H 4.2719 -12.2815 1.5929 -0.252 0.741 -0.623 0.157
H 0.5613 -7.9845 5.9481 0.465 0.156 0.120 0.187
H 0.8597 -7.4271 0.0626 -0.080 -0.644 0.931 0.184
H 5.4746 -10.0997 2.6190 -0.022 -0.079 -0.239 0.194
H 5.5639 -9.2835 4.1451 0.365 0.610 -0.077 0.217
H 4.5882 -8.1629 1.4397 -1.183 -0.119 0.101 0.156
H -1.0085 -7.3379 6.1535 -0.077 0.661 0.259 0.217
H -0.2564 -5.7548 -1.0351 0.381 0.220 0.530 0.232
```
Positions in Å, forces in eV/Å.

Values from the calculation:
Highest occupied orbital energy (alpha / beta) in Eh: -0.2325 / -0.3333
Multiplicity: 3
Orbital gap (alpha / beta) in eV: 6.35 / 6.24
Calculated total energy in Eh: -1149.89562

---

No. 3
Computed, not measured: a structure of composition C13H37N3PZn at a distorted geometry, with the ωB97M-V functional and the def2-TZVPD basis.

```
55
Properties=species:S:1:pos:R:3:forces:R:3:nbo_charge:R:1
Zn 2.0705 -1.6613 1.1190 -0.461 -0.054 -0.830 1.011
P -0.2953 0.3066 -0.0647 1.827 -3.048 0.036 1.910
N 0.3543 -3.6854 -0.5261 0.416 1.065 -1.164 -1.463
N 3.4481 -3.0189 -0.2700 -0.014 0.020 0.160 -1.259
N 0.6834 -0.9810 -0.0585 -0.679 1.943 0.147 -1.845
C 3.5001 -0.7065 2.0362 0.442 -0.163 0.898 -1.432
C 0.2387 0.2187 -2.7884 0.130 0.045 -0.163 -0.641
C -3.1399 0.5211 0.2386 -0.566 -0.344 -0.105 -0.620
C 1.3500 1.9594 1.5090 0.230 -0.060 0.074 -0.634
C -0.5967 0.9339 2.6544 0.100 0.068 0.160 -0.622
C -2.0313 -1.5274 1.1447 0.006 -0.104 -0.146 -0.669
C -0.9379 2.8620 1.0933 0.008 0.030 0.378 -0.617
C -2.0091 -0.4875 0.0035 -0.036 0.820 0.164 -0.380
C -0.1260 1.5640 1.3309 -0.280 0.375 -0.165 -0.394
C -2.2550 -1.2111 -1.3310 -0.201 -0.252 0.063 -0.641
C -0.0943 1.2365 -1.6847 -0.502 0.166 -0.050 -0.394
C 1.0772 2.2342 -1.6326 0.077 0.016 -0.226 -0.611
C -1.3536 2.0205 -2.0962 0.245 0.277 -0.379 -0.616
H 3.9928 -0.0785 1.2762 0.014 0.005 0.318 0.192
H -2.2011 1.3731 -2.3401 0.213 0.207 0.087 0.208
H 1.0502 -4.3858 -0.8411 -0.229 0.112 0.101 0.346
H -0.1130 -0.0344 2.8467 -0.164 0.198 -0.115 0.237
H -3.1370 -1.8579 -1.2071 0.174 0.091 -0.033 0.207
H -3.1777 1.3034 -0.5265 -0.029 -0.136 0.269 0.208
H 2.0058 1.7629 -1.2858 -0.235 0.108 -0.024 0.229
H 4.2068 -1.4550 2.4324 -0.036 0.396 -0.135 0.209
H -2.4872 -0.5161 -2.1464 0.110 -0.228 0.170 0.197
H -2.0051 2.6772 0.9348 0.271 0.084 -0.021 0.213
H -1.4085 -1.8507 -1.6245 -0.336 0.317 0.105 0.226
H -4.0857 -0.0392 0.1766 0.032 0.198 0.074 0.202
H -0.5984 -3.9623 -0.7377 -0.539 -0.475 -0.336 0.384
H -3.0985 0.9795 1.2331 -0.018 -0.123 -0.265 0.204
H 3.5284 -4.0458 -0.3072 -0.284 0.535 0.023 0.370
H -1.0919 2.5734 -3.0108 -0.167 -0.037 0.077 0.202
H -0.5503 3.4675 0.2672 -0.105 -0.202 0.203 0.204
H 0.5296 -2.6852 -0.8910 -0.031 -0.625 0.249 0.468
H 0.8558 3.1270 -1.0364 0.126 -0.297 -0.104 0.198
H 0.6057 0.7803 -3.6594 -0.056 -0.123 0.082 0.193
H -1.6534 2.7614 -1.3476 -0.030 -0.212 -0.208 0.210
H -0.6346 -0.3534 -3.1157 0.256 0.063 0.123 0.210
H 1.7073 2.6281 0.7207 -0.081 -0.205 0.238 0.204
H 3.1351 -0.1067 2.8883 0.355 -0.038 -0.334 0.199
H -2.8764 -2.2115 0.9731 0.149 0.140 0.069 0.202
H 3.2508 -2.6655 -1.2090 0.059 -0.224 -0.056 0.359
H 4.3665 -2.6654 0.0010 0.015 -0.010 0.000 0.375
H 0.4138 -3.5287 0.4810 0.375 -0.394 1.216 0.306
H -1.1056 -2.1218 1.1778 -0.378 0.301 0.003 0.245
H -0.8545 3.4792 2.0017 0.014 -0.096 -0.140 0.204
H 1.4428 2.5022 2.4622 -0.007 -0.112 -0.160 0.196
H -1.6864 0.8198 2.7010 0.318 -0.031 -0.010 0.200
H 1.2438 2.5847 -2.6632 0.018 -0.074 0.213 0.202
H -0.3115 1.6145 3.4720 -0.064 -0.140 -0.164 0.201
H 2.0095 1.0842 1.5532 -0.266 0.257 -0.044 0.251
H 1.0213 -0.4726 -2.4520 -0.223 0.143 -0.090 0.253
H -2.1725 -1.0595 2.1250 0.034 -0.175 -0.235 0.206
```
Positions in Å, forces in eV/Å.

Values from the calculation:
Highest occupied orbital energy (alpha / beta) in Eh: -0.0105 / -0.0105
Charge: -1
Orbital gap (alpha / beta) in eV: 2.76 / 2.76
Calculated total energy in Eh: -2802.34926

---

No. 4
Computed, not measured: a structure of composition C13H37O23P4V2 at a distorted geometry, with the ωB97M-V functional and the def2-TZVPD basis.

```
79
Properties=species:S:1:pos:R:3:forces:R:3:mulliken_charge:R:1
V 0.6628 3.7638 0.3592 1.592 -2.202 -4.000 1.405
V -3.2940 1.5623 2.4837 -1.162 -1.584 -4.442 1.568
P 3.4742 2.4186 2.2711 1.402 -0.954 -0.407 0.442
P 1.5897 -2.1392 -2.0499 -0.343 -0.493 -0.267 0.888
P -3.9413 4.0728 -3.6658 0.099 0.664 0.138 0.974
P -0.7377 -5.3444 2.2342 -0.237 -0.833 -0.030 0.951
O -5.4718 4.0524 -3.2138 0.822 0.049 0.296 -0.332
O -1.6602 1.0644 1.1222 -1.376 0.750 2.009 -0.191
O 0.7471 -3.4745 -2.0305 0.654 0.624 -0.250 -0.400
O 0.2704 1.6429 0.1503 0.393 1.373 0.499 0.100
O -0.2915 -6.0682 3.5889 -0.666 1.330 -0.468 -0.330
O -3.2940 2.8023 -2.9270 -0.026 0.364 -0.421 -0.192
O -1.4522 -6.1787 1.2632 0.541 0.386 0.126 -0.676
O 4.4531 1.9935 1.1118 -0.147 0.430 0.716 -0.353
O 1.6644 3.8568 -0.8963 -1.914 0.113 2.387 -0.475
O 2.7937 -2.4472 -3.0348 -0.589 0.678 0.429 -0.361
O 1.9807 -1.5996 -0.7177 -0.141 0.150 -0.297 -0.455
O 2.2621 3.1393 1.7597 -0.935 0.274 0.487 -0.083
O 3.1674 1.0811 3.0995 -0.187 1.471 -0.339 -0.263
O -3.6966 4.1103 -5.1089 0.093 -0.409 0.488 -0.693
O -4.2230 2.4861 1.5707 1.689 -1.298 1.996 -0.471
O -4.0075 0.1531 2.4497 0.882 2.000 0.675 -0.460
O 4.4566 3.2190 3.2060 -0.671 -0.418 -0.711 -0.333
O -0.1822 -0.4770 0.5208 -0.215 0.827 -0.047 0.183
O -1.5755 -4.0969 2.7856 0.686 -0.465 0.599 -0.351
O 0.6183 -1.1692 -2.8542 0.551 -0.111 0.388 -0.356
O -0.7061 4.3626 -0.1899 1.208 -0.217 1.467 -0.638
O -3.4007 5.3532 -2.8611 -0.870 -0.615 0.298 -0.342
O 0.6150 -4.7183 1.6219 -0.670 -0.043 0.406 -0.170
C -3.3761 2.6864 -1.5093 0.213 0.290 0.234 -0.432
C 1.3006 -3.7517 2.4156 0.039 0.849 0.081 -0.500
C 3.9587 3.9883 4.3039 -0.399 0.349 0.818 -0.648
C 3.9930 -3.0916 -2.5873 -0.010 -1.109 0.050 -0.613
C 1.0399 0.1766 -3.0265 -0.369 1.666 -0.182 -0.321
C -0.5377 0.7929 0.6228 0.044 0.142 -0.384 0.199
C 2.0889 0.2140 2.7519 -0.227 -0.680 0.721 -0.259
C -2.1183 5.8881 -3.1699 0.246 0.271 -1.026 -0.592
C -6.2901 3.0845 -3.8678 -0.896 0.224 -1.392 -0.726
C 4.0023 1.3180 -0.0766 -0.309 0.428 -0.608 -0.240
C -1.9485 -3.1162 1.8369 0.255 0.659 -0.929 0.159
C 0.2377 -7.3813 3.5755 1.193 -0.705 0.355 -0.709
C -0.5596 -3.5234 -1.4411 -0.111 -1.105 0.458 -0.064
H -0.5310 -4.3047 -0.6772 0.124 0.267 0.110 0.068
H -1.3532 5.5348 -2.4809 -0.079 -0.230 -0.036 0.085
H -2.9393 -3.3058 1.4291 -0.046 -0.087 0.138 0.381
H -2.4869 2.1484 -1.1897 -0.126 -0.274 -0.001 -0.017
H -2.1365 6.9782 -3.1434 -0.373 -0.064 0.328 0.257
H 2.9997 0.9257 0.0669 0.032 -0.303 -0.106 -0.169
H 1.4166 0.3356 -4.0349 0.299 -0.211 0.106 0.380
H 3.8929 -3.3961 -1.5457 0.168 0.151 0.030 0.262
H 1.0717 -2.7327 2.0792 0.025 -0.193 -0.461 -0.087
H 1.1177 0.7055 2.8563 0.164 0.223 -0.482 0.139
H -3.3350 3.6563 -1.0104 -0.093 0.111 -0.175 0.378
H -4.2921 2.1838 -1.2042 0.014 -0.164 -0.095 0.260
H 4.8960 -2.5060 -2.7417 -0.331 0.473 0.023 0.255
H 1.7162 0.5660 -2.2616 0.502 -0.662 -0.079 -0.052
H -1.8930 -2.1112 2.2552 -0.249 -0.186 0.531 0.083
H 0.2190 0.8938 -2.9088 -0.482 -0.658 -0.175 0.169
H 3.9656 2.0314 -0.9014 -0.046 0.146 0.186 0.325
H 4.3671 3.6463 5.2542 0.219 -0.354 -0.271 0.278
H 2.0704 -0.5599 3.5226 0.235 -0.017 -0.150 0.383
H -1.9006 5.6437 -4.2140 0.371 -0.164 0.207 0.370
H 2.3671 -3.9217 2.2999 0.003 -0.062 0.173 0.397
H -6.8908 3.5994 -4.6261 -0.048 0.161 0.285 0.298
H 0.9876 -3.7287 3.4618 0.205 -0.605 0.041 0.436
H -6.9833 2.6147 -3.1767 0.319 -0.048 0.283 0.276
H 2.2684 -0.2620 1.7900 -0.247 0.113 -0.085 0.090
H -0.4298 -8.0862 4.0666 -0.337 0.097 -0.416 0.273
H -5.7508 2.3610 -4.4826 0.355 -0.174 0.563 0.333
H 4.7158 0.5534 -0.3676 -0.026 -0.174 0.462 0.335
H -0.8547 -2.5755 -1.0010 -0.075 0.103 -0.209 -0.039
H -1.2721 -3.9077 -2.1688 0.055 0.515 -0.284 0.347
H 0.6620 -0.4700 0.0067 0.160 -0.923 0.045 -0.256
H 2.8734 3.9108 4.3879 0.004 0.118 -0.137 0.276
H 4.0943 -3.9952 -3.1904 -0.010 0.039 0.070 0.287
H 1.1531 -7.3984 4.1776 -0.138 0.337 0.043 0.273
H 4.2521 5.0303 4.1991 -0.038 -0.053 -0.337 0.279
H -1.2358 -3.0585 1.0094 -0.113 -0.308 0.068 -0.523
H 0.5665 -7.7046 2.5877 -0.527 -0.059 -0.118 0.329
```
Positions in Å, forces in eV/Å.

Values from the calculation:
Highest occupied orbital energy in Eh: -0.4513
Charge: +1
Relative energy (zero: lowest compared OMol25 entry of this formula, charge and spin) in kJ/mol: 266.2
Orbital gap in eV: 5.98
Calculated total energy in Eh: -5501.61945